This record from the OMol25 dataset describes a 8-piece molecular cluster, C36H71F8N12O6PS2 overall in a non-equilibrium geometry. The level of theory is wB97M-V/def2-TZVPD.

```
! wB97M-V def2-TZVPD RIJCOSX def2/J DEFGRID3
* xyz 4 1
P -1.03416 0.14804 -1.00122
F -2.21268 -0.69121 -0.29262
F -2.19241 1.20188 -1.37627
F -0.59241 0.82918 0.42901
F -0.09285 1.21646 -1.81893
F 0.12459 -0.94742 -0.65924
F -1.13369 -0.65630 -2.42243
C 0.00150 5.19411 -1.59849
C 0.73681 4.11612 -0.76215
N 1.38983 4.72265 0.38579
C 2.65112 4.45804 0.81868
C 2.83560 5.05711 2.00690
N 1.60017 5.51045 2.41679
C 0.74616 5.33820 1.39336
C 1.40075 6.14268 3.68685
H -0.66186 5.81133 -0.99293
H -0.63076 4.68743 -2.32765
H 0.69250 5.82176 -2.15796
H 1.33069 3.45475 -1.39053
H -0.05799 3.39742 -0.53214
H 3.32627 3.96344 0.13890
H 3.72929 5.11346 2.60236
H -0.30622 5.56546 1.38069
H 0.82926 5.46317 4.32458
H 0.91999 7.11934 3.64593
H 2.31926 6.33282 4.23919
C -4.00447 5.14813 0.22756
C -3.13738 3.90393 0.35012
N -3.79642 2.83674 1.06059
C -3.81175 2.54069 2.41450
C -4.48955 1.38250 2.60036
N -5.04076 1.07115 1.36920
C -4.50513 1.85545 0.47007
C -5.82926 -0.10596 0.99543
H -3.46490 6.04998 -0.05848
H -4.52702 5.36625 1.16241
H -4.83599 5.04114 -0.47243
H -2.21567 4.15294 0.88981
H -2.71838 3.52265 -0.58220
H -3.18385 3.03141 3.13956
H -4.68849 0.79217 3.47619
H -4.63382 1.80000 -0.60605
H -6.66253 0.24225 0.38653
H -6.10245 -0.62350 1.90945
H -5.24085 -0.76097 0.35260
C -2.35038 -1.14625 4.20356
C -1.13225 -2.03115 4.51084
N -0.85284 -3.08513 3.54924
C -0.64331 -2.85130 2.20612
C -0.13061 -3.96351 1.65574
N -0.03751 -4.91419 2.66135
C -0.45347 -4.32947 3.79719
C 0.62214 -6.20127 2.54403
H -2.25610 -0.45344 3.36629
H -2.63762 -0.62060 5.11120
H -3.19220 -1.78359 3.91968
H -1.36776 -2.45971 5.48364
H -0.23541 -1.41869 4.59764
H -0.99293 -1.97466 1.67961
H 0.17591 -4.25699 0.66693
H -0.20556 -4.66977 4.79143
H 1.57060 -5.97658 2.05870
H 0.13808 -6.96227 1.92469
H 0.66092 -6.74086 3.48840
C 1.18860 -1.64827 -5.25176
C 2.11910 -2.38472 -4.29542
N 2.95589 -1.42685 -3.59833
C 2.50528 -0.30766 -2.90749
C 3.58756 0.25950 -2.36434
N 4.70585 -0.36032 -2.84006
C 4.29333 -1.40980 -3.58449
C 6.06476 0.10813 -2.74998
H 1.74406 -1.16600 -6.05988
H 0.66410 -0.83530 -4.74695
H 0.41816 -2.21650 -5.76737
H 2.68150 -3.17936 -4.78820
H 1.57989 -2.98874 -3.56133
H 1.44479 -0.16693 -2.76503
H 3.65595 1.10705 -1.70386
H 4.97504 -2.10359 -4.04819
H 6.24131 0.43670 -1.72049
H 6.25934 1.00440 -3.33707
H 6.80280 -0.67081 -2.91579
C -2.32272 -6.02371 -7.52250
C -1.97818 -4.55304 -7.28740
N -1.75813 -4.22358 -5.87020
C -0.71424 -4.65828 -5.05799
C -0.92756 -4.14020 -3.82863
N -2.11795 -3.46096 -3.83811
C -2.63404 -3.59554 -5.06053
C -2.95696 -3.30798 -2.64250
H -3.13247 -6.37884 -6.88894
H -1.45248 -6.65771 -7.34698
H -2.62324 -6.07118 -8.56783
H -2.91308 -4.04563 -7.53207
H -1.16276 -4.18547 -7.90191
H -0.02929 -5.35552 -5.51243
H -0.38892 -4.23628 -2.90302
H -3.55411 -3.17557 -5.44465
H -2.44696 -3.70823 -1.77228
H -3.94982 -3.71767 -2.79211
H -3.03635 -2.22797 -2.50142
C 7.74074 0.26546 3.71379
O 6.71752 0.65997 4.65617
C 5.73991 1.47352 4.06570
C 4.66680 1.86121 5.06041
N 4.31169 0.76655 6.03030
H 5.15146 0.57112 6.58622
H 3.59978 1.03410 6.71296
C 3.95224 -0.56216 5.39233
C 2.57824 -0.53234 4.67671
O 2.70524 0.22411 3.48049
C 1.43157 0.56968 2.90732
H 7.53329 -0.75959 3.41617
H 8.67130 0.31170 4.27647
H 7.86232 0.95878 2.88233
H 5.33366 1.03088 3.15002
H 6.18646 2.43085 3.76272
H 3.78630 2.16955 4.50262
H 4.94510 2.70148 5.69718
H 3.93754 -1.21928 6.26198
H 4.77788 -0.79666 4.72648
H 1.94813 0.06945 5.34813
H 2.15653 -1.49547 4.38778
H 0.79313 1.08964 3.62689
H 0.94303 -0.32773 2.52568
H 1.66562 1.24260 2.08748
N -5.26378 1.60377 -4.04610
S -6.61180 1.78747 -3.32795
O -6.46582 2.18517 -1.93644
O -7.70101 0.89638 -3.65190
F -7.06385 3.11679 -4.03694
S -5.08116 -0.00301 -3.79996
O -5.58940 -0.78600 -4.88850
O -5.16972 -0.58533 -2.47102
F -3.48678 -0.05817 -3.93606
*
```

* total energy: -121318.23585 eV
* Kohn-Sham gap: 0.242 Ha

These are the Löwdin partial charges, in e, on atoms 1 to 2: 0.213, -0.150

---

This record from the OMol25 dataset describes a 14-piece molecular cluster, C6H42N2O13 overall in a non-equilibrium geometry. The level of theory is wB97M-V/def2-TZVPD.

```
! wB97M-V def2-TZVPD RIJCOSX def2/J DEFGRID3
* xyz 0 1
N -1.20816 2.80329 0.44779
C -0.46476 1.53861 0.22799
C 1.03184 1.64079 0.27907
C 1.83292 2.46931 1.39224
C 3.32917 2.02839 1.24084
C -1.17438 0.68915 1.38905
N -1.49467 -0.62204 0.70894
C -2.49337 -1.28758 1.60660
H -1.44639 3.15718 1.46932
H -1.02096 3.65595 -0.18635
H -0.83987 1.37982 -0.91894
H 1.34935 0.57552 0.34530
H 1.40178 2.08485 -0.67258
H 1.39573 2.27345 2.39169
H 1.88450 3.46342 1.15430
H 3.58408 1.27446 2.06148
H 3.96020 2.79637 1.69368
H 3.83153 1.80221 0.28212
H -0.47291 0.53611 2.27274
H -1.98966 1.04911 1.99166
H -0.69019 -1.15730 0.43493
H -2.14337 -1.91285 2.40581
H -2.86248 -0.53886 2.19533
H -3.45105 -1.70013 1.04686
H -1.23340 2.77341 -3.19498
H -0.14415 3.13254 -4.13361
O -0.32491 2.76197 -3.18963
H -3.45984 3.19509 -1.95853
H -2.46754 2.47424 -1.11163
O -2.73780 2.62084 -2.08397
H 4.13685 -1.74667 -2.58798
H 3.61192 -0.56959 -3.51012
O 3.72480 -0.87202 -2.56137
H -2.57508 0.13489 -0.80052
H -3.63592 -0.89609 -0.59897
O -3.40930 -0.10255 -1.18096
H 0.83429 1.93266 3.97907
H 0.00719 1.74160 5.16713
O -0.14865 1.62209 4.20931
H -1.37922 0.55659 -2.90955
H -1.68014 0.63808 -4.54854
O -1.79526 0.22023 -3.65582
H 2.59411 -1.15052 -1.37090
H 1.37346 -1.44937 -2.05712
O 1.70427 -1.52760 -1.14001
H -0.54423 -3.52931 -0.51169
H 0.71636 -4.33255 -0.22110
O -0.16552 -4.12533 0.20484
H 1.71963 -0.38734 2.86002
H 1.40673 -0.10197 4.28582
O 2.11198 0.06148 3.65261
H -3.07535 -2.76700 -2.86741
H -2.65269 -1.39298 -3.04092
O -2.32981 -2.23590 -2.80226
H 1.52721 -1.68806 0.54638
H 1.41656 -1.76561 2.27312
O 1.05775 -1.32595 1.39618
H -0.69950 -3.43509 -3.29299
H -0.36421 -2.02066 -3.24918
O 0.06470 -2.90013 -3.37258
H 0.84246 -3.89212 2.99031
H 2.34344 -4.07373 2.27271
O 1.77992 -3.57680 2.85499
*
```

* total energy: -36496.67721 eV
* ΔE to the lowest compared entry with this formula, charge and spin: 686.6 kJ/mol
* Kohn-Sham gap: 0.301 Ha

These are the Löwdin partial charges, in e, on atoms 1 to 2: -0.050, -0.347

---

This record from the OMol25 dataset describes a 2-piece molecular cluster, C8H22BN2O2 overall in a non-equilibrium geometry. The level of theory is wB97M-V/def2-TZVPD.

```
! wB97M-V def2-TZVPD RIJCOSX def2/J DEFGRID3
* xyz 1 1
B 0.42696 -0.54841 -0.53610
C 0.57923 2.57665 0.04542
C 1.93202 1.97888 -2.16132
C 3.30920 -1.42458 -0.88199
C 2.36327 -1.21704 1.50464
C -3.85858 -1.54062 0.79120
C -4.39588 -0.14218 0.76327
C 1.75731 1.69916 -0.63979
C 2.73716 -0.47725 0.17076
N 1.53809 0.29131 -0.23246
N -2.96381 -1.83595 -0.33654
O -0.48806 -1.32109 -0.76322
O -3.24922 0.75073 0.57462
H 0.97784 3.64450 0.04228
H -0.39060 2.38787 -0.33004
H 0.47397 2.34613 1.06402
H 1.07768 1.54429 -2.73434
H 2.88687 1.45213 -2.47923
H 2.04235 3.02552 -2.24001
H 4.38266 -1.15496 -1.07071
H 3.38582 -2.53182 -0.60283
H 2.72126 -1.29208 -1.81461
H 1.80983 -0.55902 2.19606
H 3.25526 -1.43689 2.17834
H 1.88212 -2.08303 1.31687
H -4.68505 -2.12912 0.93169
H -3.17088 -1.60949 1.65898
H -4.96647 -0.15898 -0.22804
H -4.86058 0.17943 1.65975
H 2.60109 2.03870 0.05605
H 3.56871 0.28425 0.42066
H -3.23508 -1.12526 -1.06978
H -3.09440 -2.85114 -0.69982
H -1.90430 -1.65840 -0.25291
H -2.80332 1.00373 1.36647
*
```

* total energy: -16398.53791 eV
* ΔE to the lowest compared entry with this formula, charge and spin: 0.0 kJ/mol
* Kohn-Sham gap: 0.356 Ha

These are the Löwdin partial charges, in e, on atoms 1 to 2: -0.354, -0.033

---

This record from the OMol25 dataset describes one molecule with the formula C2H4BrOP in a non-equilibrium geometry. The level of theory is wB97M-V/def2-TZVPD.

```
! wB97M-V def2-TZVPD RIJCOSX def2/J DEFGRID3
* xyz 0 1
C 1.02784 -0.53571 0.25525
C -0.21444 0.02934 -0.16709
O -2.02902 2.05112 -0.85049
P -1.30111 1.08318 0.92467
Br -1.71988 -1.41287 -0.00498
H 1.66924 0.38048 0.51070
H 1.51762 -1.03892 -0.63855
H 1.09619 -1.16990 1.11430
H -0.04644 0.61328 -1.14382
*
```

* total energy: -83512.16026 eV
* ΔE to the lowest compared entry with this formula, charge and spin: 520.6 kJ/mol
* Kohn-Sham gap (alpha / beta): 0.263 / 0.262 Ha

These are the Löwdin partial charges, in e, on atoms 1 to 2: -0.267, -0.968